A cluster of 13 separate species, C87H199N13O13 in total. Source: the OMol25 dataset; level of theory: wB97M-V/def2-TZVPD.

Its total energy is -5123.64844 a.u. For the lowest unoccupied orbital energy, the calculation gives 0.528 eV. The calculation puts the HOMO energy at -8.159 eV. The relative energy (zero: lowest compared OMol25 entry of this formula, charge and spin) comes out at 40.8 kcal per mole. The value obtained for the frontier orbital gap is 8.687 eV.

Last column: Löwdin charge in e.
Geometry (Å):
C -1.831416 -1.204155 5.740412  -0.017
C -0.443359 -0.746845 6.106183  -0.453
C -0.444238 -0.061313 7.502856  -0.165
O -1.172114 1.167878 7.385731  -0.236
C -1.263380 1.931350 8.571271  -0.131
N 0.465287 -1.834253 6.145108  0.066
H -2.452802 -0.313722 5.708519  0.066
H -2.281252 -1.908296 6.385946  0.082
H -1.808215 -1.626092 4.779860  0.048
H -0.136923 0.049756 5.491640  0.077
H 0.610884 0.155626 7.783970  0.129
H -0.896867 -0.713437 8.247194  0.125
H -1.878236 1.421665 9.370817  0.103
H -1.821042 2.857160 8.301877  0.080
H -0.307757 2.338935 8.972521  0.092
H 0.325801 -2.439788 5.332508  0.048
H 1.467143 -1.602491 6.211190  0.087
C 1.560803 8.543449 1.328389  -0.045
C 1.025043 7.142027 1.330034  -0.457
C 1.018332 6.532240 -0.010843  -0.210
O 0.097280 7.061705 -0.951391  -0.178
C -1.237520 6.778968 -0.723198  -0.122
N 1.848187 6.303910 2.213868  0.075
H 1.491853 9.059417 2.300087  0.085
H 0.889920 9.115471 0.709898  0.075
H 2.572553 8.581189 0.942667  0.082
H -0.062667 7.024236 1.630094  0.120
H 0.861902 5.446644 0.010942  0.132
H 1.991881 6.725713 -0.433290  0.094
H -1.627886 7.074555 0.306634  0.096
H -1.448782 5.711019 -0.796897  0.070
H -1.828368 7.364555 -1.435659  0.095
H 1.979544 6.723375 3.102295  0.059
H 1.502824 5.357319 2.353750  0.031
C 1.660785 1.203209 -6.818484  -0.050
C 2.364988 0.620346 -5.609681  -0.396
C 3.676633 -0.012742 -5.991105  -0.272
O 3.537779 -0.926335 -6.985935  -0.190
C 4.676965 -1.807377 -6.996499  -0.058
N 2.441776 1.511660 -4.423429  0.072
H 1.382748 0.389973 -7.515003  0.078
H 2.142608 2.041779 -7.334453  0.084
H 0.665937 1.576071 -6.491761  0.079
H 1.722145 -0.222927 -5.193724  0.147
H 3.953091 -0.464159 -5.001081  0.114
H 4.369643 0.687468 -6.320483  0.110
H 5.627978 -1.286819 -7.076493  0.095
H 4.550769 -2.465839 -7.872161  0.078
H 4.577079 -2.511658 -6.174205  0.077
H 2.756730 2.472427 -4.699668  0.075
H 1.520008 1.651672 -4.059320  0.050
C 0.720449 4.441594 -3.536667  -0.045
C 1.659400 5.307345 -4.388841  -0.397
C 1.709696 6.710411 -3.899716  -0.219
O 0.478311 7.347975 -4.184963  -0.171
C 0.493264 7.839618 -5.505494  -0.112
N 2.985296 4.589690 -4.528270  0.035
H -0.100711 5.130115 -3.292158  0.085
H 1.266619 4.038760 -2.636453  0.081
H 0.342133 3.623283 -4.105064  0.047
H 1.205381 5.273764 -5.453517  0.150
H 2.569334 7.202622 -4.381924  0.126
H 1.872365 6.695062 -2.817886  0.115
H -0.502178 8.300710 -5.733811  0.109
H 0.741914 7.077560 -6.168959  0.046
H 1.256848 8.621305 -5.638959  0.090
H 3.565023 4.982871 -5.276385  0.081
H 3.422135 4.433161 -3.609979  0.038
C 6.562621 6.346992 -0.468808  -0.082
C 5.774667 5.218304 -1.174924  -0.413
C 4.243156 5.430484 -0.859762  -0.140
O 3.397677 4.528912 -1.653756  -0.251
C 3.202404 3.223031 -1.127166  -0.084
N 6.076718 5.273126 -2.603189  0.035
H 6.451655 6.248062 0.660277  0.091
H 6.283500 7.370962 -0.685680  0.065
H 7.684805 6.203054 -0.577232  0.092
H 6.096262 4.255228 -0.757923  0.127
H 3.977045 6.456339 -1.138965  0.115
H 4.039325 5.335209 0.170057  0.091
H 4.126904 2.847760 -0.722259  0.076
H 2.848661 2.562504 -1.873167  0.042
H 2.476176 3.325609 -0.297030  0.076
H 6.198354 6.221770 -2.988148  0.080
H 5.439288 4.779422 -3.235248  0.049
C 3.773430 -2.571740 2.857169  -0.015
C 2.652804 -3.331546 3.651670  -0.453
C 1.325848 -3.024094 3.091161  -0.239
O 0.268135 -3.831601 3.620857  -0.207
C -0.935066 -3.871938 2.793449  -0.059
N 2.927074 -4.735020 3.841847  0.045
H 3.713699 -2.968897 1.840653  0.048
H 4.794234 -2.771235 3.181243  0.083
H 3.561079 -1.517353 2.887823  0.057
H 2.638461 -2.954784 4.684951  0.119
H 1.316754 -3.318912 2.006953  0.121
H 1.178544 -1.974196 3.307681  0.110
H -0.851896 -4.623185 2.016279  0.062
H -1.142437 -2.920161 2.382059  0.037
H -1.766324 -4.195506 3.450916  0.101
H 3.378590 -5.202140 3.049716  0.062
H 2.057665 -5.258092 4.042537  0.086
C 2.469336 -5.234173 -5.726027  -0.023
C 1.539772 -4.962450 -6.920052  -0.465
C 0.673102 -6.252306 -7.197852  -0.153
C -0.453344 -6.364430 -6.225781  -0.173
C -1.240304 -4.994308 -6.352433  -0.119
C -0.570952 -3.661997 -6.029965  -0.523
N 0.644128 -3.738876 -6.816931  -0.048
O 1.483888 -2.652196 -6.369214  -0.086
C -1.464723 -2.535059 -6.560337  -0.021
C -0.291021 -3.448025 -4.521221  -0.001
C 2.441920 -4.763977 -8.118782  -0.044
H 2.067231 -5.586938 -4.787867  0.048
H 2.931798 -4.266486 -5.514827  0.067
H 3.253117 -5.931974 -6.036087  0.091
H 0.293712 -6.212908 -8.266000  0.134
H 1.352918 -7.127367 -7.137474  0.124
H -0.113137 -6.629112 -5.200200  0.099
H -1.202101 -7.109134 -6.432554  0.100
H -2.138339 -5.067402 -5.734345  0.119
H -1.439008 -4.930699 -7.447688  0.128
H -1.133888 -1.557132 -6.182049  0.078
H -1.646761 -2.524601 -7.610482  0.076
H -2.418336 -2.640284 -6.074701  0.077
H -0.058191 -4.430378 -4.048026  0.064
H 0.660602 -2.923237 -4.493065  0.063
H -1.025613 -2.918103 -3.981978  0.056
H 1.825291 -4.567581 -8.963235  0.077
H 3.086035 -5.570580 -8.393214  0.080
H 3.162643 -3.919588 -7.998049  0.069
H 1.718119 -2.054794 -7.124346  0.109
C 3.396422 3.356417 2.574837  -0.014
C 2.231700 2.869696 3.527155  -0.487
C 2.516742 3.336535 4.951658  -0.127
C 1.251449 3.333798 5.864800  -0.132
C 0.034312 4.080137 5.236568  -0.121
C -0.290876 3.607841 3.813406  -0.457
N 0.996830 3.523488 3.073216  -0.080
O 0.698402 3.105529 1.681240  -0.063
C -0.866087 2.146373 3.940802  -0.012
C -1.247419 4.484775 3.066660  -0.008
C 2.207030 1.266800 3.546434  -0.015
H 4.246305 2.691107 2.829119  0.090
H 3.638814 4.405313 2.860894  0.076
H 2.954760 3.285469 1.562534  0.050
H 3.327456 2.659310 5.262810  0.120
H 2.949907 4.320655 4.949264  0.102
H 1.424799 3.790689 6.888069  0.126
H 0.873449 2.319170 6.065507  0.084
H 0.197797 5.131600 5.215958  0.099
H -0.863197 4.071628 5.916661  0.123
H -1.851979 2.116891 3.441406  0.071
H -0.351355 1.361342 3.491284  0.037
H -1.033096 1.913120 4.955746  0.045
H -2.098902 4.712708 3.745553  0.090
H -0.815596 5.415421 2.721240  0.067
H -1.662145 4.024624 2.201160  0.065
H 3.204507 0.866817 3.903734  0.096
H 2.067386 0.958500 2.513495  0.067
H 1.449155 0.938014 4.233117  0.039
H 0.183187 2.259975 1.746718  0.060
C -8.374202 -0.818013 0.723158  -0.021
C -7.533379 -2.084817 0.789550  -0.523
C -7.102244 -2.478700 -0.627587  -0.145
C -6.085260 -3.582818 -0.642384  -0.177
C -4.910240 -3.201720 0.222534  -0.136
C -5.232429 -2.694036 1.635388  -0.437
N -6.353647 -1.719476 1.543568  -0.079
O -6.709665 -1.379589 2.884504  -0.026
C -5.627484 -4.035985 2.503444  0.004
C -4.023548 -1.998768 2.253740  -0.021
C -8.328013 -3.291477 1.361526  -0.027
H -8.455782 -0.490258 1.679951  0.030
H -9.337938 -1.000875 0.168043  0.108
H -7.792972 -0.049423 0.107692  0.110
H -7.952163 -2.912502 -1.063825  0.100
H -6.854649 -1.615925 -1.252361  0.124
H -5.710457 -3.756371 -1.670610  0.126
H -6.565799 -4.484119 -0.400447  0.088
H -4.312168 -2.406349 -0.244981  0.123
H -4.296592 -4.057889 0.418475  0.085
H -6.133250 -3.685128 3.361566  0.057
H -6.173180 -4.764225 1.954528  0.044
H -4.733116 -4.525593 2.881796  0.071
H -4.074691 -1.874929 3.363569  0.095
H -3.152142 -2.572670 2.032921  0.045
H -4.045925 -0.971655 1.870430  0.074
H -8.586882 -3.172989 2.444858  0.097
H -7.847914 -4.286342 1.380357  0.061
H -9.308122 -3.375675 0.894826  0.080
H -6.373563 -0.501050 2.967676  0.042
C 2.533095 -5.318316 0.212928  -0.041
C 1.545431 -6.220905 -0.513862  -0.483
C 1.652591 -7.586870 0.095096  -0.144
C 0.504863 -8.526328 -0.305170  -0.189
C -0.784923 -7.856413 -0.014123  -0.162
C -0.954810 -6.536590 -0.746383  -0.481
N 0.177223 -5.688986 -0.318715  -0.070
O 0.015073 -4.379963 -0.824641  -0.035
C -1.120248 -6.709037 -2.279833  -0.015
C -2.220841 -5.752770 -0.246615  -0.032
C 2.028955 -6.279593 -2.018701  -0.019
H 3.535254 -5.735477 0.409320  0.103
H 2.217062 -5.043561 1.220415  0.061
H 2.776249 -4.490794 -0.434362  0.047
H 2.633073 -8.007907 0.040278  0.114
H 1.558868 -7.478929 1.229796  0.147
H 0.725392 -9.419802 0.235302  0.103
H 0.532168 -8.865739 -1.364698  0.120
H -0.961702 -7.799272 1.098457  0.141
H -1.611043 -8.548060 -0.213759  0.123
H -0.216816 -7.150430 -2.685660  0.051
H -2.087030 -7.272772 -2.394545  0.109
H -1.286018 -5.693085 -2.728600  0.079
H -2.220744 -4.792652 -0.694324  0.056
H -3.137695 -6.217401 -0.522304  0.070
H -2.277346 -5.667716 0.859536  0.082
H 2.048863 -7.196685 -2.564451  0.069
H 3.119733 -5.993216 -2.055913  0.098
H 1.494901 -5.538703 -2.625485  0.046
H 0.362684 -4.327026 -1.706992  0.052
C 2.911047 -2.062228 -2.728091  -0.019
C 4.263110 -1.700976 -2.071779  -0.501
C 5.229631 -2.768985 -2.532718  -0.129
C 6.736657 -2.457878 -2.280750  -0.145
C 7.024750 -1.060049 -2.977247  -0.113
C 6.066825 -0.000837 -2.408650  -0.507
N 4.636575 -0.461268 -2.673721  -0.086
O 3.754435 0.542128 -2.213713  -0.116
C 6.347942 0.329826 -1.018696  -0.040
C 6.250405 1.256635 -3.318988  -0.015
C 4.018236 -1.649809 -0.527186  -0.008
H 2.924890 -1.963488 -3.780569  0.054
H 2.091059 -1.414307 -2.411984  0.059
H 2.609633 -3.082506 -2.538081  0.071
H 5.001143 -3.795812 -2.171086  0.124
H 5.229419 -2.832228 -3.629803  0.110
H 7.271913 -3.241121 -2.701364  0.074
H 6.910625 -2.397244 -1.139432  0.121
H 7.006716 -1.309786 -4.023229  0.105
H 8.063086 -0.838208 -2.815429  0.108
H 5.605667 0.995694 -0.596699  0.085
H 6.537827 -0.578208 -0.383541  0.083
H 7.332617 0.759428 -1.054801  0.089
H 5.524877 1.968767 -2.904731  0.061
H 7.258072 1.690928 -3.331449  0.088
H 5.853904 0.982570 -4.369454  0.099
H 3.422217 -2.539767 -0.343151  0.046
H 3.461516 -0.804378 -0.144823  0.080
H 4.978118 -1.664383 0.003218  0.065
H 3.253042 0.846374 -3.026806  0.040
C -1.891886 2.714976 -1.107569  -0.041
C -2.438663 1.279499 -0.917176  -0.462
C -2.712410 0.638254 -2.268029  -0.143
C -1.481740 0.158253 -2.964306  -0.158
C -0.850808 -0.902486 -2.049662  -0.154
C -0.375848 -0.312075 -0.750334  -0.464
N -1.635174 0.283068 -0.129440  -0.055
O -1.258542 0.852978 1.112485  -0.065
C 0.009634 -1.518417 0.171578  -0.019
C 0.706733 0.764818 -0.894044  -0.001
C -3.700011 1.570817 -0.049162  -0.029
H -1.244269 2.816104 -1.938414  0.039
H -1.418206 3.086552 -0.187820  0.080
H -2.724853 3.396989 -1.361503  0.089
H -3.451965 -0.144148 -2.230216  0.121
H -3.114328 1.356262 -2.880389  0.094
H -0.755809 0.991426 -3.194300  0.113
H -1.709318 -0.292578 -3.946696  0.110
H -0.098033 -1.451990 -2.624614  0.092
H -1.629757 -1.631177 -1.769148  0.124
H 0.887192 -2.005808 -0.234805  0.061
H 0.355534 -1.181527 1.187134  0.079
H -0.840707 -2.230733 0.233136  0.080
H 1.173467 0.968971 0.078735  0.079
H 1.539719 0.355946 -1.569854  0.084
H 0.315792 1.602875 -1.479139  0.060
H -4.208459 2.388400 -0.609581  0.086
H -3.439749 1.970453 0.919738  0.058
H -4.339406 0.647638 0.038629  0.087
H -1.640895 0.235615 1.735155  0.089
C -4.522890 1.779646 7.677182  -0.031
C -5.745858 2.607346 7.144372  -0.451
C -5.344464 4.118150 7.030006  -0.150
C -4.430232 4.465226 5.877504  -0.197
C -5.043226 3.982574 4.543726  -0.124
C -5.462077 2.505908 4.623849  -0.516
N -6.348087 2.244068 5.792028  -0.080
O -6.653382 0.882563 5.792752  -0.019
C -6.330667 2.304345 3.425517  -0.041
C -4.258952 1.581593 4.507239  -0.023
C -6.825550 2.527890 8.243182  -0.056
H -3.581736 1.918237 7.185050  0.033
H -4.759377 0.722255 7.813073  0.092
H -4.304653 2.096465 8.701707  0.077
H -6.239706 4.729046 6.876477  0.118
H -4.879895 4.387610 7.984864  0.121
H -3.425684 3.997028 6.032263  0.097
H -4.273738 5.556290 5.930736  0.116
H -4.312636 4.218008 3.700366  0.129
H -5.942640 4.628626 4.402019  0.130
H -6.368024 1.260872 3.139971  0.055
H -7.338606 2.640436 3.719636  0.108
H -6.043933 2.815816 2.527972  0.086
H -4.103052 1.413325 3.463198  0.066
H -3.354234 1.964672 4.956140  0.053
H -4.482626 0.617074 4.926559  0.078
H -6.467866 2.866671 9.210507  0.072
H -7.148315 1.512716 8.508069  0.077
H -7.717444 3.165601 7.889961  0.111
H -7.515313 0.792092 5.401784  0.099

Atoms 1-6, force components in eV/Å:
C 0.304 1.694 -0.012
C -0.514 0.347 2.578
C 0.284 0.335 -0.533
O 0.401 -0.149 0.337
C -0.867 0.860 0.312
N 1.158 -1.391 -0.353